A molecular structure, C27H31F5N6OPS5Ti. Source: OMol25; level of theory: wB97M-V/def2-TZVPD.

Structure (ORCA input):
```
! RIJCOSX wB97M-V def2-TZVPD def2/J DEFGRID3
* xyz 1 1
Ti -0.10 -1.12 -0.04
C -0.24 -4.91 -0.47
C -1.43 -4.01 -0.37
C -2.63 -4.39 -0.94
C -3.68 -3.49 -0.90
N -3.62 -2.37 -0.19
C -2.47 -2.11 0.43
S -2.40 -0.78 1.52
N -1.32 -2.82 0.27
H -0.47 -5.85 0.03
H 0.64 -4.47 -0.02
H -0.03 -5.14 -1.52
H -2.70 -5.34 -1.46
H -4.61 -3.68 -1.42
C 1.43 -0.94 5.69
N 0.00 -1.27 5.24
C -0.92 -0.09 5.58
N -0.42 1.12 5.04
C 0.95 1.36 5.50
N 1.86 0.29 5.11
C 2.04 0.20 3.65
P 0.47 -0.15 2.69
C -0.02 -1.59 3.77
C -0.52 1.18 3.58
H 2.06 -1.77 5.38
H 1.40 -0.86 6.78
H -0.32 -2.09 5.76
H -0.97 -0.05 6.67
H -1.90 -0.34 5.16
H 0.96 1.45 6.58
H 1.30 2.30 5.07
H 2.78 -0.56 3.42
H 2.45 1.16 3.30
H 0.68 -2.40 3.59
H -1.02 -1.91 3.50
H -1.57 1.13 3.28
H -0.13 2.14 3.25
C -1.34 3.08 -1.16
S -1.86 1.60 -0.27
O -0.57 0.75 -0.38
C -3.06 1.03 -1.45
C -4.36 0.90 -1.00
C -5.34 0.47 -1.89
C -4.99 0.14 -3.20
C -3.66 0.24 -3.62
C -2.69 0.69 -2.74
H -0.88 2.79 -2.10
H -0.62 3.61 -0.53
H -2.23 3.68 -1.32
H -4.61 1.12 0.03
H -6.36 0.37 -1.56
H -5.75 -0.20 -3.88
H -3.39 -0.04 -4.63
H -1.66 0.75 -3.06
S -0.42 -1.91 -2.31
C 1.03 -1.01 -2.08
N 2.30 -1.65 -2.09
C 3.25 -1.11 -3.06
C 3.01 0.39 -3.12
S 1.23 0.60 -2.84
H 2.23 -2.65 -2.08
H 3.11 -1.55 -4.05
H 4.27 -1.32 -2.73
H 3.26 0.80 -4.10
H 3.57 0.93 -2.36
F 6.64 0.76 0.59
C 5.53 0.04 0.68
C 5.58 -1.29 1.07
F 6.76 -1.83 1.36
C 4.42 -2.03 1.17
F 4.52 -3.30 1.56
C 3.17 -1.50 0.87
S 1.71 -2.46 1.00
C 3.16 -0.17 0.48
F 1.99 0.41 0.17
C 4.30 0.60 0.38
F 4.22 1.88 0.00
*
```

strongest force on any atom	1.57	eV/Å
energy above the lowest of the compared OMol25 structures with the same formula, charge and spin	157.4	kJ/mol
orbital gap (alpha / beta)	6.721 / 6.302	eV